{"formula": "C34H37F12NO4W", "method": "the ωB97M-V functional and the def2-TZVPD basis", "elements": ["W", "C", "C", "C", "C", "C", "C", "C", "C", "C", "C", "H", "H", "H", "H", "H", "H", "H", "H", "H", "H", "H", "H", "H", "H", "H", "C", "C", "C", "C", "C", "N", "C", "C", "C", "C", "C", "C", "C", "C", "O", "C", "F", "F", "F", "C", "F", "F", "F", "C", "C", "C", "O", "C", "F", "F", "F", "C", "F", "F", "F", "H", "H", "H", "H", "H", "H", "H", "H", "H", "H", "H", "H", "C", "O", "C", "C", "O", "C", "H", "H", "H", "H", "H", "H", "H", "H", "H", "H"], "positions_angstrom": [[1.122, -0.809, -0.017], [0.629, -2.939, -0.651], [1.345, -3.078, 0.583], [2.684, -2.649, 0.401], [2.837, -2.276, -0.952], [1.588, -2.471, -1.603], [1.290, -2.319, -3.057], [4.101, -1.847, -1.612], [3.741, -2.586, 1.455], [0.797, -3.693, 1.826], [-0.694, -3.549, -0.988], [0.236, -2.087, -3.206], [1.499, -3.262, -3.571], [1.883, -1.540, -3.520], [4.736, -1.275, -0.938], [3.895, -1.237, -2.488], [4.658, -2.729, -1.937], [4.339, -1.680, 1.359], [4.413, -3.444, 1.368], [3.302, -2.591, 2.449], [1.206, -3.232, 2.717], [1.063, -4.753, 1.846], [-0.289, -3.619, 1.869], [-1.257, -2.926, -1.680], [-1.306, -3.676, -0.098], [-0.537, -4.534, -1.440], [0.244, 6.224, -1.897], [0.213, 4.844, -1.302], [-0.467, 4.559, -0.126], [-0.487, 3.284, 0.397], [0.156, 2.197, -0.226], [0.032, 0.902, 0.318], [-0.983, 0.801, 1.312], [-2.304, 1.091, 0.972], [-3.298, 1.139, 1.924], [-3.007, 0.889, 3.266], [-4.080, 0.931, 4.318], [-1.706, 0.552, 3.596], [-0.695, 0.479, 2.636], [0.710, -0.018, 2.953], [1.199, -0.828, 1.931], [0.708, -0.950, 4.206], [1.861, -1.620, 4.318], [0.531, -0.292, 5.360], [-0.267, -1.864, 4.111], [1.676, 1.163, 3.240], [1.185, 1.956, 4.204], [2.878, 0.726, 3.643], [1.869, 1.921, 2.165], [0.929, 2.506, -1.358], [0.921, 3.802, -1.872], [1.897, 1.489, -1.933], [1.556, 0.175, -1.662], [1.989, 1.578, -3.489], [2.681, 2.648, -3.917], [2.603, 0.511, -4.014], [0.770, 1.637, -4.034], [3.316, 1.800, -1.357], [3.373, 1.466, -0.063], [4.282, 1.119, -1.994], [3.631, 3.096, -1.447], [-0.500, 6.867, -1.428], [0.040, 6.199, -2.968], [1.221, 6.694, -1.761], [-0.990, 5.348, 0.403], [-1.014, 3.131, 1.326], [-2.519, 1.326, -0.061], [-4.311, 1.386, 1.628], [-4.867, 1.636, 4.050], [-3.673, 1.227, 5.285], [-4.545, -0.049, 4.444], [-1.483, 0.338, 4.632], [1.515, 4.024, -2.747], [-1.889, -0.083, -3.867], [-2.280, -0.968, -2.839], [-3.510, -0.574, -2.277], [-3.908, -1.524, -1.183], [-2.919, -1.525, -0.187], [-3.325, -2.166, 0.995], [-1.800, 0.942, -3.488], [-2.608, -0.097, -4.694], [-0.916, -0.402, -4.230], [-4.299, -0.568, -3.044], [-3.427, 0.446, -1.880], [-4.049, -2.537, -1.587], [-4.873, -1.192, -0.772], [-4.206, -1.678, 1.430], [-2.501, -2.090, 1.706], [-3.561, -3.224, 0.820]], "forces_ev_per_a": [[0.5, 0.4, -0.1], [0.1, -0.3, 0.1], [-0.1, -0.1, 0.0], [-0.1, 0.2, 0.0], [-0.2, 0.1, 0.0], [-0.1, 0.0, 0.0], [0.0, -0.1, 0.0], [0.0, 0.0, 0.0], [0.0, 0.0, 0.0], [0.0, 0.0, 0.0], [0.0, 0.1, 0.0], [0.0, 0.0, 0.0], [0.0, 0.0, 0.0], [0.1, 0.0, 0.0], [0.0, 0.0, 0.0], [0.0, 0.0, 0.0], [0.0, 0.0, 0.0], [0.0, 0.0, 0.0], [0.0, 0.0, 0.0], [0.0, 0.0, 0.0], [0.0, 0.0, 0.0], [0.0, 0.0, 0.0], [0.0, 0.0, 0.0], [0.0, 0.0, 0.0], [0.0, 0.0, 0.0], [0.0, 0.0, 0.0], [0.0, 0.0, 0.0], [0.0, 0.0, 0.0], [0.0, 0.0, 0.0], [0.0, 0.0, 0.0], [0.0, 0.0, 0.0], [0.1, -0.2, 0.0], [-0.1, -0.1, 0.1], [0.0, 0.0, 0.0], [0.0, 0.0, 0.0], [0.0, 0.0, -0.1], [0.0, 0.0, 0.0], [0.1, 0.0, 0.0], [-0.1, 0.0, 0.0], [0.0, -0.1, 0.0], [-0.2, 0.1, 0.0], [0.0, 0.0, 0.0], [0.0, 0.0, 0.0], [0.0, 0.0, 0.0], [0.0, 0.0, 0.0], [0.0, 0.0, 0.0], [0.0, 0.0, 0.0], [0.0, 0.0, 0.0], [0.0, 0.0, 0.0], [0.0, 0.0, 0.1], [0.0, 0.0, 0.0], [-0.1, -0.1, -0.1], [0.1, 0.1, 0.2], [0.0, 0.0, 0.0], [0.0, 0.0, 0.0], [0.0, -0.1, 0.0], [0.0, 0.0, 0.0], [0.1, 0.0, 0.0], [0.0, 0.0, 0.0], [0.0, 0.0, 0.0], [0.0, 0.0, 0.0], [0.0, 0.0, 0.0], [0.0, 0.0, 0.0], [0.0, 0.0, 0.0], [0.0, 0.0, 0.0], [0.0, 0.0, 0.0], [0.0, 0.0, 0.0], [0.0, 0.0, 0.0], [0.0, 0.0, 0.0], [0.0, 0.0, 0.0], [0.0, 0.0, 0.0], [0.0, 0.0, 0.0], [0.0, 0.0, 0.0], [0.1, 0.0, 0.0], [-0.1, 0.0, -0.1], [0.0, 0.0, -0.1], [0.0, -0.1, 0.1], [0.0, 0.1, 0.0], [0.0, 0.0, 0.0], [0.0, 0.0, 0.0], [0.0, 0.0, 0.0], [0.0, 0.0, 0.0], [0.0, 0.0, 0.0], [0.0, 0.0, 0.0], [0.0, 0.0, 0.0], [0.0, 0.0, 0.0], [0.0, 0.0, 0.0], [0.0, 0.0, 0.0], [0.0, 0.0, 0.0]], "mulliken_charge": [0.07, 1.13, 0.35, 0.57, 0.56, 0.44, -1.02, -1.47, -1.57, -1.50, -1.25, 0.01, 0.29, 0.33, 0.36, 0.31, 0.36, 0.34, 0.36, 0.29, 0.36, 0.28, 0.23, 0.06, 0.40, 0.25, -1.52, 0.33, -1.39, -0.26, 0.62, 0.60, -0.95, 0.46, -1.29, 0.60, -1.75, -0.79, -0.35, 1.49, 0.13, -0.02, -0.23, -0.28, -0.23, 0.46, -0.30, -0.27, -0.06, -0.98, -0.76, 1.48, -0.01, 0.23, -0.28, -0.21, -0.19, 0.43, -0.01, -0.28, -0.28, 0.38, 0.38, 0.30, 0.36, 0.36, 0.77, 0.39, 0.41, 0.41, 0.27, 0.59, 0.64, -0.90, -0.19, -0.57, -0.85, 0.34, -1.02, 0.33, 0.39, 0.22, 0.48, 0.21, 0.34, 0.46, 0.38, 0.06, 0.37], "homo_lumo_gap_ev": [7.33, 7.32], "e_lumo_ev": [0.14, 0.14], "homo_ev": [-7.2, -7.2], "charge": 0}

---

{"formula": "C34H38BClO2S", "method": "the ωB97M-V functional and the def2-TZVPD basis", "elements": ["C", "C", "C", "C", "C", "C", "C", "C", "B", "O", "C", "C", "C", "C", "C", "C", "O", "C", "C", "C", "C", "C", "C", "C", "C", "C", "H", "H", "H", "H", "H", "H", "H", "H", "H", "H", "H", "H", "H", "H", "H", "H", "H", "H", "H", "H", "H", "H", "H", "H", "H", "H", "H", "H", "H", "C", "C", "C", "C", "C", "C", "C", "C", "C", "Cl", "C", "C", "S", "H", "H", "H", "H", "H", "H", "H", "H", "H"], "positions_angstrom": [[5.934, -1.668, 1.536], [4.636, -0.968, 1.846], [4.546, 0.440, 1.861], [3.393, 1.042, 2.349], [2.349, 0.241, 2.875], [1.310, 0.791, 3.736], [-0.048, 0.460, 3.664], [-0.969, 0.936, 2.650], [-0.874, 2.806, 3.253], [-1.215, 2.986, 4.603], [-2.424, 3.773, 4.444], [-3.546, 2.794, 4.013], [-2.880, 4.376, 5.748], [-1.958, 4.763, 3.329], [-3.071, 5.484, 2.585], [-0.994, 5.858, 3.851], [-1.222, 3.865, 2.446], [-2.175, 0.094, 2.218], [-3.096, 0.599, 1.273], [-4.094, -0.192, 0.684], [-4.227, -1.545, 1.007], [-5.132, -2.463, 0.230], [-3.457, -2.006, 2.081], [-2.461, -1.213, 2.680], [2.341, -1.143, 2.625], [3.530, -1.748, 2.232], [5.769, -2.469, 0.794], [6.688, -0.960, 1.153], [6.345, -2.147, 2.447], [5.394, 1.049, 1.512], [3.294, 2.132, 2.364], [1.537, 1.766, 4.180], [-0.438, -0.276, 4.344], [-0.489, 1.440, 1.766], [-4.471, 3.321, 3.756], [-3.313, 2.123, 3.173], [-3.729, 2.124, 4.873], [-3.791, 4.967, 5.536], [-3.147, 3.579, 6.460], [-2.144, 5.050, 6.203], [-3.573, 6.180, 3.289], [-2.658, 6.101, 1.761], [-3.836, 4.798, 2.178], [-1.555, 6.785, 4.083], [-0.456, 5.547, 4.763], [-0.243, 6.130, 3.089], [-3.024, 1.654, 1.009], [-4.777, 0.226, -0.056], [-4.682, -3.458, 0.185], [-6.134, -2.570, 0.665], [-5.248, -2.100, -0.794], [-3.637, -3.029, 2.421], [-1.897, -1.629, 3.519], [1.437, -1.719, 2.833], [3.620, -2.843, 2.234], [-0.324, 1.306, 7.215], [1.018, 1.180, 6.612], [1.947, 2.191, 6.354], [3.128, 1.725, 5.739], [3.023, 0.378, 5.337], [4.267, -0.441, 5.280], [5.520, 0.173, 5.069], [6.714, -0.551, 5.175], [6.657, -1.910, 5.521], [8.118, -2.806, 5.654], [5.424, -2.564, 5.635], [4.247, -1.817, 5.546], [1.631, -0.380, 6.087], [-0.419, 2.346, 7.560], [-1.118, 1.066, 6.476], [-0.398, 0.631, 8.090], [1.731, 3.222, 6.607], [3.972, 2.368, 5.490], [5.552, 1.239, 4.845], [7.683, -0.068, 5.015], [5.407, -3.633, 5.824], [3.290, -2.309, 5.705]], "forces_ev_per_a": [[0.2, -0.2, -0.1], [0.1, 0.0, 0.4], [-0.2, -0.6, 0.0], [0.3, -0.2, 0.2], [-1.6, 0.7, -1.0], [0.4, 2.7, -2.4], [-1.2, 0.9, -2.9], [0.9, 0.0, 0.1], [-1.2, -1.5, 1.1], [0.3, -0.4, -1.0], [-0.4, -0.1, -0.2], [0.0, -0.2, 0.0], [-0.1, 0.6, 0.2], [-0.1, 1.0, 0.5], [-0.5, 0.0, -0.4], [0.2, 0.1, 0.3], [0.4, -1.2, 0.0], [-1.2, 0.1, 0.0], [0.1, -0.1, 0.0], [0.4, 0.1, 0.2], [0.3, 0.5, 0.5], [-0.1, -0.1, 0.0], [0.3, 0.2, 0.0], [0.2, 0.2, 0.0], [0.7, -0.1, 0.1], [0.0, 0.3, -0.5], [0.2, 0.3, 0.2], [-0.3, -0.3, 0.1], [-0.1, 0.2, -0.4], [-0.4, -0.3, 0.1], [0.0, -0.4, 0.1], [-0.2, -0.7, 0.1], [-0.8, -0.2, 1.0], [0.2, -0.8, 0.5], [0.1, 0.0, 0.2], [0.1, 0.6, 0.3], [-0.1, 0.3, -0.3], [0.3, -0.2, 0.2], [0.2, 0.3, -0.2], [-0.1, -0.2, -0.1], [0.2, -0.4, -0.4], [-0.2, -0.4, 0.4], [0.4, 0.3, 0.1], [0.3, -0.5, 0.0], [-0.1, 0.0, -0.4], [-0.4, -0.3, 0.2], [0.0, -0.2, -0.2], [0.3, 0.1, 0.1], [-0.1, 0.1, 0.0], [0.2, 0.1, 0.0], [0.0, 0.0, 0.1], [0.3, 0.3, 0.0], [-0.1, 0.0, -0.4], [0.4, 0.0, 0.2], [-0.1, 0.5, -0.2], [-0.3, 0.0, 0.3], [1.6, 0.3, -0.8], [-1.2, -1.1, 0.6], [-0.4, -1.1, -0.8], [1.9, 0.6, 3.7], [0.5, -0.2, -0.4], [0.0, -0.5, 0.0], [-0.5, -0.1, 0.3], [-1.0, 0.5, -0.7], [0.4, -0.3, 0.1], [0.2, 0.6, 0.2], [0.4, 0.0, -0.2], [0.4, 1.1, 0.9], [-0.3, -0.3, -0.1], [0.3, 0.2, 0.5], [-0.2, 0.3, -0.4], [0.1, 0.0, 0.0], [-0.3, -0.3, 0.2], [0.1, -0.4, 0.0], [-0.4, -0.2, 0.1], [-0.1, 0.2, 0.0], [0.2, 0.0, -0.1]], "mulliken_charge": [-1.39, 1.13, -0.98, -0.39, 0.29, -0.74, -1.38, 1.19, 0.72, -0.02, 0.73, -1.61, -1.88, 1.98, -1.85, -1.76, -0.61, -0.19, -0.04, -1.12, 0.75, -1.38, -0.98, -0.32, -0.52, -0.83, 0.36, 0.36, 0.20, 0.29, 0.36, 0.91, 0.72, 0.27, 0.49, 0.05, 0.40, 0.37, 0.46, 0.32, 0.39, 0.41, 0.37, 0.41, 0.29, 0.37, 0.40, 0.36, 0.39, 0.27, 0.38, 0.38, 0.41, 0.41, 0.37, -1.02, 0.86, -1.14, -0.29, 0.50, 0.93, -0.20, -1.00, 0.37, -0.23, -0.99, -0.26, -0.47, 0.31, 0.03, 0.44, 0.40, 0.33, 0.25, 0.37, 0.40, 0.40], "homo_lumo_gap_ev": 4.49, "e_lumo_ev": -0.90, "homo_ev": -5.4, "smiles": "Cc1ccc(/C=C\\[C@H](B2OC(C)(C)C(C)(C)O2)c2ccc(C)cc2)cc1.Cc1ccc(-c2ccc(Cl)cc2)s1", "charge": 0}

---

{"formula": "C34H38BNO3S", "method": "the ωB97M-V functional and the def2-TZVPD basis", "elements": ["C", "C", "C", "O", "B", "C", "C", "C", "C", "C", "C", "C", "C", "C", "O", "C", "C", "C", "C", "C", "C", "O", "C", "C", "C", "H", "H", "H", "H", "H", "H", "H", "H", "H", "H", "H", "H", "H", "H", "H", "H", "H", "H", "H", "H", "H", "H", "H", "C", "C", "C", "C", "C", "C", "C", "C", "C", "N", "C", "C", "C", "C", "S", "H", "H", "H", "H", "H", "H", "H", "H", "H", "H", "H", "H", "H", "H", "H"], "positions_angstrom": [[-0.573, 2.057, 4.388], [0.718, 1.290, 4.126], [0.650, -0.009, 4.884], [0.795, 1.034, 2.702], [1.536, 2.080, 2.223], [1.478, 2.769, 0.837], [0.114, 3.287, 1.102], [-0.972, 2.794, 0.439], [-2.340, 3.157, 0.733], [-2.674, 3.792, 1.953], [-3.989, 4.148, 2.229], [-4.998, 3.912, 1.285], [-4.673, 3.288, 0.068], [-3.367, 2.889, -0.196], [-0.840, 1.845, -0.539], [0.389, 1.760, -1.180], [0.359, 1.420, -2.532], [1.436, 1.829, -3.314], [2.520, 2.511, -2.748], [2.530, 2.770, -1.391], [1.509, 2.304, -0.575], [2.434, 2.612, 3.113], [2.004, 2.183, 4.418], [1.804, 3.454, 5.231], [3.079, 1.408, 5.125], [-0.748, 2.068, 5.475], [-0.526, 3.095, 4.018], [-1.416, 1.555, 3.888], [0.673, 0.223, 5.956], [-0.286, -0.523, 4.645], [1.478, -0.671, 4.622], [2.210, 3.584, 0.912], [0.000, 4.079, 1.834], [-1.893, 3.993, 2.680], [-4.215, 4.622, 3.186], [-6.026, 4.234, 1.489], [-5.447, 3.112, -0.674], [-3.133, 2.370, -1.122], [-0.563, 1.011, -2.949], [1.399, 1.664, -4.390], [3.332, 2.900, -3.366], [3.352, 3.313, -0.908], [1.339, 3.202, 6.195], [2.808, 3.866, 5.404], [1.215, 4.221, 4.708], [2.747, 1.277, 6.162], [3.272, 0.440, 4.660], [4.006, 1.985, 5.104], [3.640, -3.875, 4.449], [3.853, -2.550, 3.844], [5.012, -1.770, 3.890], [4.902, -0.602, 3.104], [3.670, -0.540, 2.426], [3.373, 0.281, 1.337], [4.295, 1.324, 1.048], [4.948, 1.188, -0.148], [4.438, 0.264, -1.105], [5.121, 0.070, -2.262], [4.528, -0.679, -3.358], [6.371, 0.772, -2.498], [3.203, -0.416, -0.890], [2.550, -0.244, 0.305], [2.643, -1.906, 2.800], [4.503, -4.090, 5.078], [2.707, -3.857, 5.026], [3.542, -4.658, 3.685], [5.914, -2.064, 4.424], [5.682, 0.126, 2.904], [4.592, 2.034, 1.818], [5.855, 1.752, -0.363], [3.614, -0.179, -3.729], [5.265, -0.734, -4.168], [4.259, -1.697, -3.026], [7.087, 0.602, -1.672], [6.790, 0.398, -3.440], [6.201, 1.864, -2.576], [2.805, -1.071, -1.663], [1.533, -0.592, 0.501]], "forces_ev_per_a": [[-0.2, 0.2, 0.1], [-0.2, 0.6, 0.0], [0.2, -0.2, 0.2], [-0.3, 0.4, 0.4], [1.9, -1.5, -0.9], [-0.2, 0.8, 0.0], [-2.0, 0.6, -1.2], [2.1, 0.4, 1.2], [-1.4, 0.4, 0.2], [-0.1, -0.3, -0.6], [0.0, 0.0, -0.3], [0.2, 0.0, -0.2], [-0.1, 0.2, 0.6], [0.2, 0.2, 0.4], [0.1, -0.8, 0.0], [-0.5, 0.7, -0.2], [0.1, 0.5, 0.2], [0.2, -0.3, -0.1], [-0.1, 0.2, -0.3], [0.5, -0.4, 0.1], [0.0, 0.3, -0.1], [-0.8, 0.2, 0.5], [-0.2, 0.0, 0.2], [-0.2, 0.1, 0.1], [0.3, -0.4, 0.0], [-0.1, 0.2, -0.4], [0.0, -0.4, 0.2], [0.3, 0.1, 0.2], [0.0, -0.2, -0.1], [0.1, 0.1, 0.1], [-0.3, 0.2, 0.3], [-0.1, -0.1, 0.1], [-0.2, 0.0, -0.2], [-0.2, -0.1, -0.1], [0.0, -0.1, -0.3], [0.5, -0.2, -0.1], [0.1, 0.0, 0.1], [0.0, 0.2, 0.2], [0.3, 0.1, 0.0], [0.1, 0.0, 0.2], [-0.3, -0.2, 0.1], [-0.4, -0.2, -0.4], [0.1, 0.3, -0.2], [-0.4, 0.0, 0.1], [0.1, -0.3, 0.2], [0.3, -0.1, -0.1], [0.0, 0.2, 0.2], [0.0, -0.1, 0.1], [-0.2, -0.3, 0.2], [1.5, 0.8, -0.2], [-1.4, -0.7, 0.2], [-1.3, -0.1, -1.1], [0.4, -0.7, 2.2], [-0.8, 2.0, -0.7], [0.2, -1.4, 0.0], [-0.3, 0.2, -0.9], [0.1, -0.3, 0.4], [0.6, -0.2, -0.9], [0.0, 0.1, 0.2], [-0.2, 0.0, 0.0], [0.1, 0.7, -0.6], [1.2, -0.3, 0.0], [1.2, 0.4, 0.2], [-0.2, -0.3, 0.2], [0.3, -0.3, 0.2], [0.1, 0.1, 0.2], [-0.3, 0.0, 0.0], [-0.1, -0.3, 0.1], [0.3, -0.5, 0.0], [-0.5, 0.1, -0.1], [0.3, -0.2, 0.1], [-0.3, -0.1, 0.2], [0.2, 0.3, -0.3], [-0.2, 0.0, -0.4], [0.0, 0.2, 0.4], [0.2, -0.3, -0.1], [-0.2, 0.6, 0.1], [0.6, -0.6, 0.1]], "mulliken_charge": [-1.75, 1.56, -1.56, -0.23, -0.45, 0.61, -1.72, 0.93, 0.44, -0.21, -0.85, -0.41, -0.60, -0.61, -0.51, 0.61, -1.30, -0.61, -0.75, -0.33, 0.91, -0.50, 1.94, -1.83, -1.96, 0.48, -0.02, 0.52, 0.35, 0.40, 0.13, 0.38, 0.77, 0.18, 0.38, 0.35, 0.39, 0.39, 0.53, 0.45, 0.40, 0.35, 0.35, 0.44, 0.28, 0.45, 0.19, 0.55, -1.22, 0.85, -0.91, -0.35, 0.47, 0.53, -1.49, -0.56, 1.01, 0.19, -0.90, -1.01, -0.84, -1.12, -0.25, 0.38, 0.30, 0.25, 0.41, 0.59, 0.83, 0.48, 0.26, 0.28, 0.30, 0.31, 0.28, 0.33, 0.32, 0.80], "homo_lumo_gap_ev": 6.46, "e_lumo_ev": 0.38, "homo_ev": -6.1, "smiles": "CC1(C)OB([C@@H]2C=C(c3ccccc3)Oc3ccccc32)OC1(C)C.Cc1ccc(-c2ccc(N(C)C)cc2)s1", "charge": 0}

---

| no. | energy (a.u.) |
| --- | --- |
| 1 | -2939.0952 |
| 2 | -2351.9313 |
| 3 | -2021.8951 |